Record 1
11 unconnected molecules or ions with the total composition H23O11. Source: OMol25; level of theory: ωB97M-V with the def2-TZVPD basis set.

Last column: Mulliken charge in e.
Cartesian coordinates (Å):
1 O -0.23551 -3.83649 1.08633  -0.603
2 H -0.00966 -3.41577 2.14832  0.625
3 H -1.24348 -3.66277 1.00057  0.432
4 O -2.78068 1.21718 -2.39738  -0.711
5 H -3.33944 1.64666 -3.06481  0.325
6 H 0.48157 -3.13826 -2.18945  0.399
7 O 3.26757 -1.23516 -0.90056  -0.572
8 H 0.22706 -1.56505 1.90200  0.272
9 H 0.97633 3.55697 2.73345  0.326
10 O -0.35176 1.07372 -4.38010  -0.746
11 H 0.15016 1.84472 -4.15996  0.333
12 H 1.10926 1.68419 0.03944  0.347
13 O -0.67123 -0.18631 4.36644  -0.673
14 H -1.27766 -0.06387 5.04106  0.295
15 H 0.24058 0.40985 -4.23084  0.331
16 O -2.98256 -1.48742 -1.78714  -0.765
17 H -2.88818 -1.56946 -2.74697  0.316
18 H 3.18925 -0.82666 -1.75926  0.298
19 O -0.21567 -3.03941 -1.35363  -0.812
20 H 4.14145 -1.36762 -0.65173  0.278
21 O 1.58656 1.22455 0.79479  -0.770
22 H 1.90773 1.86646 1.50679  0.336
23 H -1.94831 1.24982 -2.85101  0.361
24 O 0.55318 4.07947 -0.86306  -0.610
25 H -0.47422 -2.20334 -1.63271  0.238
26 H 1.42712 4.41401 -1.15794  0.334
27 O -0.00590 -2.09247 2.63811  -0.950
28 H 0.16465 4.73466 -0.39822  0.272
29 H 0.48962 -1.62227 3.38442  0.446
30 O 1.11489 2.75631 3.26361  -0.685
31 H 0.95515 2.71330 4.26543  0.331
32 H -2.99405 -0.55691 -1.76866  0.388
33 H -0.81520 0.50176 3.76101  0.331
34 H 0.25137 -3.10440 0.36166  0.284

Its spin multiplicity is 2. As for the energy: -841.18900 a.u. The energy above the lowest of the compared OMol25 structures with the same formula, charge and spin comes out at 57.47 kcal/mol. Its expectation value of S² is 0.7513.

---

Record 2
12 unconnected molecules or ions with the total composition H23O12. Source: OMol25; level of theory: ωB97M-V with the def2-TZVPD basis set.

Last column: Mulliken charge in e.
Cartesian coordinates (Å):
1 O 0.41283 -0.04123 -0.66263  -0.519
2 H 0.18383 0.07977 0.26537  0.082
3 O -0.45717 0.95077 1.77737  -0.788
4 H 0.38783 0.47177 2.02037  0.353
5 H -1.21117 0.66777 2.28537  0.334
6 O 0.99183 -2.47023 -1.53563  -0.725
7 H 1.50283 -2.15623 -2.30563  0.343
8 H 0.88083 -1.58023 -1.15863  0.016
9 O -0.56617 0.26877 -3.02663  -0.711
10 H -0.34317 -0.52723 -3.57663  0.322
11 H -0.15817 0.11177 -2.15763  0.398
12 O -1.54417 -1.88523 -0.42663  -0.715
13 H -0.82117 -1.25723 -0.60063  0.439
14 H -2.26917 -1.51023 0.10037  0.308
15 O -1.15317 3.42977 1.55737  -0.641
16 H -1.43717 3.65077 0.67937  0.311
17 H -0.94517 2.50077 1.48437  0.446
18 O 2.54183 0.62877 -2.08863  -0.697
19 H 2.85683 1.42377 -1.69963  0.300
20 H 1.73883 0.38977 -1.59363  0.243
21 O 0.24683 2.60077 -0.70463  -0.699
22 H 0.24683 1.62777 -0.73063  0.433
23 H -0.63917 2.89777 -0.74063  0.337
24 O 0.33083 -2.51523 1.48437  -0.794
25 H -0.31717 -2.47123 0.81237  0.439
26 H 1.10583 -2.55723 0.91537  0.316
27 O -1.34617 -1.06223 3.37537  -0.669
28 H -1.00317 -1.21423 4.28637  0.294
29 H -0.80317 -1.38723 2.67237  0.405
30 O -2.24117 1.17077 -0.53063  -0.662
31 H -2.35717 1.02477 0.42037  0.391
32 H -1.37617 1.03077 -0.74863  0.076
33 O 2.60683 -0.90523 0.46037  -0.712
34 H 1.83283 -0.56523 0.00737  0.286
35 H 3.12183 -0.82123 -0.31663  0.462

As for the energy: -916.72120 a.u. The energy above the lowest of the compared OMol25 structures with the same formula, charge and spin comes out at 63.50 kcal/mol. The total charge is -1.

---

Record 3
12 unconnected molecules or ions with the total composition H23O15S. Source: OMol25; level of theory: ωB97M-V with the def2-TZVPD basis set.

Last column: Mulliken charge in e.
Cartesian coordinates (Å):
1 O 16.12500 48.69400 7.05800  -0.381
2 H 16.60800 47.86700 7.49000  0.499
3 H 16.08700 48.74000 6.11400  0.397
4 H 16.53700 49.37900 7.61300  0.490
5 S 18.45200 51.25400 7.94200  0.286
6 O 19.40800 50.48400 8.68000  -0.184
7 O 18.36700 52.53100 8.68200  -0.722
8 O 18.81000 51.41700 6.55500  -0.489
9 O 17.15900 50.59400 8.02300  -0.974
10 O 17.45300 55.02300 8.10400  -0.698
11 H 17.76100 54.11200 8.26400  0.528
12 H 17.73900 55.63100 8.71400  0.269
13 O 19.97800 48.13500 7.32400  -0.689
14 H 19.86900 48.56100 6.54300  0.316
15 H 19.91900 48.90900 7.94900  0.402
16 O 17.61000 52.30400 11.10100  -0.733
17 H 18.54200 51.86900 11.58200  0.271
18 H 17.68100 52.38600 10.08100  0.310
19 O 20.54600 53.19900 5.69700  -0.668
20 H 19.74500 52.57600 5.88000  0.498
21 H 20.42300 53.96600 6.11200  0.267
22 O 15.04400 51.70900 8.95300  -0.716
23 H 15.94300 51.40300 8.74000  0.405
24 H 15.01900 51.50400 9.93800  0.306
25 O 20.50100 49.77700 5.25200  -0.675
26 H 20.00000 50.56300 5.46800  0.369
27 H 21.37500 50.06400 5.21000  0.284
28 O 16.94400 52.54600 5.20900  -0.701
29 H 17.69100 52.02300 5.51400  0.398
30 H 16.95800 53.62300 5.38800  0.309
31 O 20.20800 53.86200 9.72200  -0.668
32 H 19.55300 53.44100 9.25500  0.477
33 H 20.96800 53.46800 9.37400  0.296
34 O 19.23000 49.30600 11.21700  -0.681
35 H 18.61300 49.74700 11.77600  0.377
36 H 19.33800 49.98200 10.49400  0.236
37 O 21.87000 50.23600 9.35000  -0.676
38 H 22.41500 50.84200 8.82900  0.345
39 H 21.03000 50.56200 9.05500  0.320

As for the energy: -1540.57766 a.u. The energy above the lowest of the compared OMol25 structures with the same formula, charge and spin comes out at 6.28 kcal/mol. The total charge is -1.

---

Record 4
A molecular structure, H24HeKrO12. Source: OMol25; level of theory: ωB97M-V with the def2-TZVPD basis set.

Last column: Mulliken charge in e.
Cartesian coordinates (Å):
1 He 0.24087 0.32857 0.30816  0.016
2 Kr 2.14325 2.80061 0.36895  0.001
3 O 3.83895 0.06790 1.53959  -0.675
4 H 3.66157 0.08726 0.59918  0.357
5 H 4.76666 0.29177 1.61349  0.312
6 O -3.56925 -0.95066 0.77482  -0.657
7 H -4.33747 -1.50693 0.90381  0.283
8 H -2.92890 -1.52075 0.34917  0.377
9 O -1.20938 4.83929 0.05955  -0.612
10 H -1.16621 5.12064 0.97345  0.305
11 H -1.01687 3.90207 0.08764  0.303
12 O -3.41136 1.35520 -0.93395  -0.643
13 H -2.46723 1.45221 -1.05833  0.312
14 H -3.51543 0.48064 -0.55908  0.387
15 O 3.58132 -0.19526 -1.30127  -0.696
16 H 2.69904 -0.12935 -1.66663  0.356
17 H 3.94789 0.68353 -1.39921  0.310
18 O 1.00111 0.29501 -2.69006  -0.720
19 H 0.81873 0.22879 -3.62738  0.285
20 H 0.33417 -0.25305 -2.27648  0.463
21 O -0.99509 2.20171 -2.02151  -0.609
22 H -1.02814 2.98168 -2.57540  0.253
23 H -0.10324 1.87038 -2.12656  0.349
24 O -1.05365 -1.38600 -1.76409  -0.671
25 H -1.47043 -1.47173 -2.62152  0.315
26 H -1.27901 -2.19552 -1.30570  0.344
27 O 2.72924 -2.30239 1.41940  -0.728
28 H 2.91185 -1.36321 1.39105  0.407
29 H 2.93256 -2.61315 0.53718  0.308
30 O 0.00150 -1.84422 2.24045  -0.664
31 H 0.88892 -1.95255 1.89842  0.417
32 H -0.07223 -2.50419 2.92982  0.284
33 O -0.74811 1.27419 3.07194  -0.622
34 H -1.64188 1.58766 2.93354  0.316
35 H -0.77525 0.35177 2.81771  0.293
36 O -1.55567 -3.18378 0.20591  -0.710
37 H -1.25087 -4.08995 0.15921  0.276
38 H -0.90195 -2.73816 0.74473  0.378

As for the energy: -3673.80375 a.u. The energy above the lowest of the compared OMol25 structures with the same formula, charge and spin comes out at 0.00 kcal/mol.

---

Record 5
A molecular structure, H24Hg2O16P. Source: OMol25; level of theory: ωB97M-V with the def2-TZVPD basis set.

Last column: Mulliken charge in e.
Cartesian coordinates (Å):
1 Hg -1.63058 23.33477 19.71697  0.278
2 Hg -1.03632 20.02252 18.94783  1.008
3 P -3.28262 21.33005 17.96470  -0.832
4 O -3.16861 20.01117 18.63687  -1.349
5 O -1.75643 21.83838 18.12114  0.203
6 O -2.64866 21.43823 19.34142  1.516
7 O -2.18569 20.68870 17.19269  0.331
8 O -2.30041 19.43764 21.05198  -0.609
9 H -2.42203 20.12471 21.75268  0.340
10 H -2.71996 19.80791 20.24594  0.397
11 O -0.16093 21.30709 20.81209  -0.383
12 H 0.66619 21.77324 20.88428  0.248
13 H -0.44036 21.37777 21.67353  0.245
14 O -1.33434 17.49956 19.32139  -0.582
15 H -0.83534 16.94430 18.73464  0.362
16 H -2.22905 17.51865 18.92275  0.439
17 O -3.75246 19.82455 14.94357  -0.629
18 H -3.35250 19.27518 14.27345  0.322
19 H -3.09334 20.02603 15.63123  0.370
20 O -0.88338 18.80491 16.63300  -0.679
21 H -1.55541 19.60076 16.87111  0.306
22 H -1.45649 18.01573 16.57533  0.335
23 O -5.02243 19.77126 20.37772  -0.651
24 H -5.54825 19.16168 19.90507  0.322
25 H -4.36202 19.91579 19.70039  0.544
26 O -3.10855 22.23282 21.53742  -0.831
27 H -3.99226 21.90080 21.71564  0.402
28 H -2.98003 21.79084 20.67234  -0.028
29 O -1.29038 21.68621 14.97109  -0.702
30 H -1.51297 21.33033 15.89684  0.020
31 H -2.07397 22.22526 14.88230  0.399
32 O -3.96884 23.92497 19.24364  -0.440
33 H -4.22778 24.82010 19.09415  0.281
34 H -4.59695 23.63706 19.90282  0.262
35 O -1.62142 23.98058 17.02275  -0.642
36 H -1.57054 23.04799 17.40804  0.575
37 H -0.78820 24.18760 16.62623  0.366
38 O -3.70819 17.70190 18.07251  -0.862
39 H -4.09479 17.50720 18.91779  0.306
40 H -3.45053 18.70326 18.15392  0.494
41 O 0.45435 21.28880 17.48240  -0.704
42 H 0.42061 20.83928 16.69300  0.370
43 H -0.54873 21.51966 17.64358  -0.120

As for the energy: -1865.34852 a.u. The energy above the lowest of the compared OMol25 structures with the same formula, charge and spin comes out at 0.00 kcal/mol. The total charge is +1.

---

Record 6
13 unconnected molecules or ions with the total composition H24NO15. Source: OMol25; level of theory: ωB97M-V with the def2-TZVPD basis set.

Last column: Mulliken charge in e.
Cartesian coordinates (Å):
1 N -0.10653 -0.26232 -0.16528  0.231
2 O -0.54353 -0.68032 -1.27328  -0.335
3 O 0.66047 0.72368 -0.14728  -0.327
4 O -0.76853 -0.58332 0.91072  -0.351
5 O -1.85653 -3.20432 1.14972  -0.756
6 H -1.74753 -2.23033 0.95272  0.429
7 H -1.21853 -3.52832 1.80472  0.325
8 O -2.20853 -1.76132 -3.53928  -0.653
9 H -2.90652 -2.13733 -3.07028  0.299
10 H -1.75053 -1.15632 -2.83528  0.339
11 O 2.31647 0.02868 2.34772  -0.686
12 H 1.65747 0.45568 1.80272  0.281
13 H 2.83347 -0.37132 1.67372  0.335
14 O -3.86553 -0.33132 -0.55528  -0.628
15 H -3.99553 0.04368 -1.42628  0.317
16 H -3.24253 0.26968 -0.14628  0.261
17 O -2.42553 0.02868 3.38672  -0.586
18 H -2.45253 0.14468 4.31272  0.265
19 H -1.67553 -0.54332 3.20872  0.310
20 O -1.53953 2.46568 -0.12328  -0.773
21 H -2.29753 2.45968 0.40272  0.295
22 H -1.18353 1.59368 -0.27028  0.342
23 O 3.02047 3.51668 0.38772  -0.683
24 H 3.21847 3.30768 -0.52428  0.303
25 H 2.52447 2.80268 0.74072  0.396
26 O 2.28548 -2.12532 -0.78028  -0.606
27 H 1.71847 -1.76533 -0.15428  0.330
28 H 2.03647 -1.99532 -1.68228  0.305
29 O 0.28547 2.74368 2.00472  -0.586
30 H -0.38853 2.74368 1.32972  0.400
31 H 0.35947 3.63968 2.31672  0.278
32 O 1.49347 1.35468 -2.84428  -0.689
33 H 0.99047 0.94968 -2.21228  0.295
34 H 1.04447 2.17968 -2.86228  0.310
35 O -0.45253 -3.50732 -1.22228  -0.690
36 H -0.88953 -3.52332 -0.34428  0.471
37 H -0.47353 -2.58932 -1.41428  0.252
38 O 3.96747 0.15768 -0.03428  -0.600
39 H 3.61447 1.01368 -0.21128  0.254
40 H 3.96147 -0.32732 -0.89428  0.325

As for the energy: -1197.70447 a.u. The energy above the lowest of the compared OMol25 structures with the same formula, charge and spin comes out at 35.70 kcal/mol. The total charge is -1.

---

Record 7
A molecular structure, H24NeO12. Source: OMol25; level of theory: ωB97M-V with the def2-TZVPD basis set.

Last column: Mulliken charge in e.
Cartesian coordinates (Å):
1 Ne -4.53692 -2.85042 -15.74497  0.068
2 O -5.67055 -3.05168 -18.31762  -0.627
3 H -4.91870 -2.72177 -18.80968  0.381
4 H -5.95655 -2.30705 -17.78852  0.302
5 O -6.19248 -1.07195 -13.90370  -0.638
6 H -6.80167 -1.81020 -13.91346  0.267
7 H -6.08101 -0.84058 -14.82580  0.341
8 O -5.16319 -5.01971 -12.84578  -0.624
9 H -4.81140 -4.17318 -12.57034  0.319
10 H -4.80169 -5.15636 -13.72150  0.320
11 O -0.99816 -0.52206 -15.60337  -0.678
12 H -1.12202 -1.46959 -15.65871  0.411
13 H -0.18215 -0.35867 -16.07629  0.319
14 O -3.06943 0.39453 -17.44475  -0.684
15 H -2.61529 -0.08483 -16.75180  0.396
16 H -2.42537 1.02879 -17.75960  0.273
17 O -3.43723 -5.55174 -15.30011  -0.683
18 H -2.87587 -6.19135 -15.73830  0.284
19 H -4.10675 -5.33555 -15.94915  0.319
20 O -3.79622 -2.00059 -12.47841  -0.591
21 H -4.54112 -1.64866 -12.96575  0.369
22 H -3.05943 -1.44450 -12.73166  0.298
23 O -1.58471 -3.23104 -15.07961  -0.682
24 H -1.10014 -3.24294 -14.25421  0.309
25 H -2.07145 -4.05523 -15.08405  0.334
26 O -7.67190 -4.15378 -14.54778  -0.520
27 H -8.19406 -3.70335 -13.88393  0.281
28 H -7.66440 -3.55477 -15.29435  0.241
29 O -3.49526 -1.63974 -19.28633  -0.740
30 H -2.79990 -2.29567 -19.33591  0.335
31 H -3.23521 -1.06846 -18.56367  0.384
32 O -6.62427 -0.81543 -16.72023  -0.694
33 H -7.53222 -1.07915 -16.57083  0.293
34 H -6.66444 -0.23792 -17.48253  0.287
35 O -6.50056 -5.46807 -17.16654  -0.596
36 H -6.40708 -4.52356 -17.29063  0.358
37 H -5.75158 -5.84597 -17.62746  0.265

As for the energy: -1046.22249 a.u. The energy above the lowest of the compared OMol25 structures with the same formula, charge and spin comes out at 24.50 kcal/mol.

---

Record 8
12 unconnected molecules or ions with the total composition H24O12. Source: OMol25; level of theory: ωB97M-V with the def2-TZVPD basis set.

Last column: Mulliken charge in e.
Cartesian coordinates (Å):
1 O 3.48170 -1.06892 0.53717  -0.673
2 H 2.72170 -0.49002 0.95482  0.370
3 H 3.16816 -1.67587 -0.18262  0.373
4 O 1.20063 1.83963 -4.00818  -0.626
5 H 0.23475 1.91507 -4.08220  0.333
6 H 1.30347 1.61483 -3.10159  0.400
7 O -0.34945 0.18701 -0.52068  -0.435
8 H -0.08548 0.16582 0.44640  0.271
9 H 0.45043 0.01502 -1.08371  0.234
10 O 0.01501 -1.84292 3.11360  -0.615
11 H -0.36406 -2.61476 3.56377  0.298
12 H -0.36574 -1.97019 2.15399  0.326
13 O -1.09469 0.74702 2.20976  -0.535
14 H -1.46190 -0.03371 2.50291  0.283
15 H -0.80567 1.09738 3.00172  0.211
16 O 1.90010 0.89960 1.66414  -0.652
17 H 1.85511 0.66420 2.66336  0.275
18 H 1.89028 1.85852 1.47614  0.289
19 O -0.98954 -2.91065 0.26892  -0.579
20 H -1.05270 -3.77543 -0.21196  0.291
21 H -0.52508 -2.42668 -0.32530  0.274
22 O -3.68153 -0.37313 0.63892  -0.588
23 H -2.77135 -0.49336 0.05856  0.289
24 H -4.24062 -0.90659 0.11404  0.278
25 O -2.81711 2.78982 1.32022  -0.674
26 H -2.18005 1.99979 1.48068  0.393
27 H -3.21694 2.36868 0.54836  0.324
28 O 2.20007 -2.09068 -1.70152  -0.574
29 H 1.96443 -3.01744 -1.68434  0.284
30 H 2.29716 -1.74644 -2.52534  0.263
31 O 2.28392 1.51164 -1.65416  -0.642
32 H 2.30914 1.45149 -0.82421  0.203
33 H 2.79560 0.78781 -1.92287  0.305
34 O -2.43768 1.83008 -1.47683  -0.507
35 H -1.90674 2.44904 -1.93683  0.292
36 H -1.72533 1.24433 -1.47512  0.239

As for the energy: -917.17565 a.u. The energy above the lowest of the compared OMol25 structures with the same formula, charge and spin comes out at 93.94 kcal/mol.